Computed, not measured: a single C5H7N molecule, with wB97M-V/def2-TZVPD.

Each line ends with the natural charge from an NBO analysis.
Positions of all 13 atoms, in Å:
N  -2.3205  0.3821  -0.7544  -0.56
C  -0.8991  0.5039  -1.0808  -0.15
C  1.1298  0.3913  0.6078  0.02
C  -1.5998  -0.7977  -1.2130  -0.23
H  3.1338  0.8062  1.0782  0.24
H  -1.3440  -1.5387  -0.4588  0.20
C  2.2950  0.2240  1.4720  -0.68
H  -1.8333  -1.1816  -2.1981  0.20
H  2.6058  -0.8255  1.5373  0.23
H  2.0588  0.5809  2.4780  0.24
C  0.1612  0.5456  -0.0949  -0.07
H  -2.4603  0.3468  0.2516  0.36
H  -0.7303  1.0891  -1.9806  0.22

Atomic forces in eV per Å
N -0.14 0.13 0.24
C 0.26 0.01 -0.17
C -0.51 0.13 -0.26
C 0.04 -0.25 0.07
H -0.08 -0.08 0.14
H 0.00 0.03 -0.24
C 0.02 0.07 0.03
H -0.20 0.06 0.05
H -0.11 0.21 -0.03
H 0.15 -0.04 -0.07
C 0.43 -0.17 0.23
H 0.07 -0.02 -0.10
H 0.06 -0.07 0.13

Summary:
HOMO level: -0.330 hartree
SMILES string: CC#C[C@H]1CN1
Kohn-Sham gap: 9.96 eV
LUMO level: 0.978 eV
Energy relative to the best compared isomer or geometry (same formula, charge and spin): 2.818 eV
Total charge: 0

***

Computed, not measured: C17H16F6N9O7S3Zr as an isolated structure, with wB97M-V/def2-TZVPD.

Each line ends with the Löwdin charge.
Positions of all 59 atoms, in Å:
N  0.1524  1.8668  -2.9460  0.10
N  -0.7976  1.5147  0.9142  -0.04
H  -3.2491  3.6577  1.7362  0.14
O  1.4794  0.7477  -1.5115  -0.09
C  0.0492  1.7329  1.9548  -0.13
O  -2.7033  -2.6880  -4.1383  -0.21
C  3.6449  1.1121  -3.1688  0.07
F  -4.7371  -1.0349  -1.8590  0.22
O  2.2811  1.5729  -3.4585  0.08
H  4.2385  1.4886  -3.9922  0.12
H  -1.7956  -2.8291  3.5695  0.15
H  2.5874  -1.5429  0.2874  0.12
N  0.6460  3.7348  4.9874  -0.18
C  2.1922  1.0868  3.0325  -0.05
N  1.4144  -0.0287  1.0569  -0.03
C  1.2514  0.9159  2.0202  -0.13
C  1.9269  2.0980  4.0320  -0.30
C  -3.4961  -1.0578  -2.2363  -0.59
H  -1.1941  2.4927  -1.6288  0.13
H  -1.8699  -3.5403  0.0779  0.09
N  2.7054  2.3957  5.0603  -0.18
F  -3.2827  -0.1946  -3.2169  0.16
C  2.5005  -0.8045  1.0743  -0.07
H  -2.6340  1.9580  0.0624  0.12
N  -1.5104  -2.1013  2.9320  0.25
H  4.0651  0.3907  3.8221  0.15
S  1.9707  3.5658  5.8762  1.16
H  -1.3477  -1.1839  3.3094  0.13
H  3.6543  0.0262  -3.1478  0.10
H  0.0089  2.3962  -3.7973  0.20
C  -2.3044  3.1388  1.8206  0.02
C  0.7406  2.8681  3.9911  -0.30
F  0.7123  -4.4571  -3.3765  0.23
C  -0.2331  2.6825  2.9382  -0.05
C  3.3278  0.2641  3.0387  0.08
F  1.8958  -2.6421  -3.5343  0.19
H  4.3401  -1.3381  2.0288  0.14
F  -2.7412  -0.5705  -1.1492  -0.01
S  -2.9949  -2.8156  -2.7561  0.67
H  -1.6574  4.1421  3.6133  0.15
H  -2.1784  -4.2124  1.6500  0.16
N  -1.6105  -3.0748  -1.8954  -0.29
H  -1.7087  1.2771  -2.6221  0.11
H  3.9731  1.5342  -2.2239  0.11
O  -3.9756  -3.6499  -2.1801  -0.19
N  -1.8736  -3.4330  1.0864  0.26
O  -1.2198  -1.2799  0.8527  -0.21
O  -0.4832  -0.9279  -2.5981  -0.41
C  3.4793  -0.6849  2.0532  0.02
C  -1.9513  2.1914  0.8727  -0.10
S  -0.3049  -2.3670  -2.2241  0.70
O  0.5537  -2.2839  -1.0186  -0.36
C  0.6872  -3.1734  -3.6013  -0.68
C  -1.5324  -2.2785  1.6168  -0.52
N  -0.9189  1.6153  -2.0690  0.02
F  0.1058  -2.8750  -4.7319  0.22
Zr  -0.1957  -0.1645  -0.5302  1.98
C  1.3487  1.3659  -2.6123  -0.52
C  -1.4317  3.4009  2.8560  0.08

Atomic forces in eV per Å
N -0.02 0.03 0.02
N 0.07 -0.05 -0.07
H 0.00 -0.01 -0.01
O -0.13 -0.10 -0.07
C -0.04 -0.01 -0.02
O -0.08 -0.06 0.14
C 0.07 -0.05 0.02
F 0.00 0.01 -0.02
O 0.06 0.05 0.05
H -0.02 0.01 -0.01
H 0.01 0.00 0.01
H 0.00 -0.01 -0.01
N -0.04 0.06 -0.02
C 0.04 -0.06 0.02
N -0.13 -0.08 -0.15
C 0.08 -0.04 -0.07
C -0.14 0.05 -0.01
C 0.07 0.03 0.04
H 0.00 0.03 -0.04
H 0.01 0.00 0.00
N 0.08 0.00 -0.03
F -0.03 0.02 0.00
C -0.06 0.05 -0.01
H 0.00 -0.01 -0.01
N -0.01 -0.01 -0.03
H 0.00 -0.01 -0.01
S 0.00 0.00 0.08
H 0.01 0.01 -0.01
H -0.03 0.00 -0.01
H 0.02 0.00 -0.01
C -0.03 0.04 0.04
C 0.11 -0.10 -0.02
F 0.00 -0.01 0.04
C -0.03 0.07 0.00
C 0.01 0.03 0.04
F 0.00 -0.01 0.01
H 0.00 0.00 0.00
F -0.07 -0.07 -0.06
S 0.02 0.06 -0.12
H 0.00 0.00 -0.01
H 0.01 0.00 0.02
N 0.09 -0.02 -0.05
H 0.02 -0.05 0.01
H -0.02 0.02 0.00
O 0.01 0.01 -0.02
N 0.01 0.00 -0.06
O 0.19 0.09 -0.17
O -0.10 0.07 -0.24
C 0.04 -0.01 0.03
C 0.02 -0.04 -0.03
S -0.20 -0.14 -0.07
O 0.12 -0.01 0.21
C 0.13 0.06 -0.14
C -0.10 0.00 0.11
N -0.02 0.02 0.01
F 0.00 -0.03 0.05
Zr 0.03 0.17 0.62
C -0.04 0.00 0.00
C 0.02 0.00 0.03

Summary:
HOMO level: -0.637 hartree
Kohn-Sham gap: 7.26 eV
LUMO level: -10.061 eV
Energy relative to the best compared isomer or geometry (same formula, charge and spin): 0.035 eV
Total charge: +3

***

Computed, not measured: a single C5H14N2 molecule at a distorted geometry, with wB97M-V/def2-TZVPD.

Each line ends with the natural charge from an NBO analysis.
Positions of all 21 atoms, in Å:
H  0.4260  -0.7033  -2.7849  0.21
C  0.4788  2.0562  0.9423  -0.43
C  -1.4574  -1.7327  1.6665  -0.41
C  -0.2404  -0.9363  -0.3103  -0.22
N  1.0297  1.3220  -0.2095  -0.64
H  0.6779  -1.5116  -0.1290  0.17
C  1.0646  -0.0102  -2.2356  -0.60
N  -0.9861  -0.5901  0.8957  -0.67
C  0.2958  0.3637  -0.9827  -0.04
H  -0.6304  0.8811  -1.2846  0.17
H  -0.2776  2.7680  0.6353  0.19
H  -2.5273  -1.5845  1.8497  0.19
H  1.9766  -0.5606  -2.0035  0.20
H  -0.8859  -1.5260  -0.9740  0.16
H  1.2564  2.6825  1.3677  0.20
H  0.1974  1.3109  1.6850  0.20
H  1.9353  1.0017  0.1050  0.35
H  1.3544  0.8632  -2.8020  0.22
H  -1.2287  -2.6887  1.2166  0.20
H  -1.4495  0.2757  0.6849  0.38
H  -1.0095  -1.6812  2.6671  0.18

Atomic forces in eV per Å
H 0.16 0.20 -0.45
C 0.38 -0.84 -0.40
C -0.91 2.07 0.94
C 0.76 0.80 0.50
N 1.10 0.83 0.62
H -0.29 -0.33 0.51
C -0.21 -0.44 0.30
N 2.16 -0.90 -1.13
C -1.47 -0.16 -0.22
H 0.15 0.19 -0.21
H -0.63 -0.24 0.01
H -0.08 -0.64 -0.14
H 0.11 -0.02 0.22
H 0.25 0.08 -0.45
H 0.35 -0.03 -0.06
H -0.63 0.60 0.36
H 0.06 -0.44 -0.44
H -0.16 0.15 -0.29
H -0.09 -0.07 -0.33
H -1.14 -0.42 0.77
H 0.12 -0.38 -0.10

Summary:
HOMO level: -0.296 hartree
SMILES string: CNC[C@H](C)NC
Kohn-Sham gap: 9.16 eV
LUMO level: 1.112 eV
Energy relative to the best compared isomer or geometry (same formula, charge and spin): 1.634 eV
Total charge: 0

***

Computed, not measured: a 3-piece molecular cluster, C9H21IN3O6 overall at a distorted geometry, with wB97M-V/def2-TZVPD.

Each line ends with the natural charge from an NBO analysis.
Positions of all 40 atoms, in Å:
C  6.6474  0.3642  6.3635  -0.26
H  -4.2021  -2.4385  -1.9603  0.23
O  -4.5269  -2.2504  -4.4647  -0.62
C  -1.1403  1.0025  -0.2735  0.72
C  2.3291  2.6425  4.6805  -0.64
H  2.6087  2.7225  5.7318  0.24
O  4.0823  1.0545  4.1225  -0.50
H  7.6782  0.1318  6.1021  0.20
C  -3.4803  -1.6380  -2.1217  -0.25
H  2.1564  0.4773  4.6746  0.19
C  -3.0205  -2.5560  -6.6664  -0.08
O  5.9357  0.6070  5.1484  -0.49
H  -2.0896  2.7250  0.0951  0.43
H  -3.7763  -3.3419  -6.6072  0.20
H  -2.8177  -0.5039  -7.2985  0.21
H  2.8785  3.4186  4.1438  0.21
I  0.1866  -0.7509  1.6467  0.45
H  -4.4200  -0.9040  -6.7030  0.22
H  -2.1760  -0.5961  0.4835  0.41
H  -0.5220  2.9313  -0.5242  0.40
C  -3.3338  -2.1665  -4.3774  0.98
N  -0.8864  0.5440  -1.4760  -0.68
O  4.0174  0.6252  6.3463  -0.64
H  -2.2089  -2.9355  -7.2877  0.20
H  -2.8361  -1.5736  -1.2435  0.14
H  -0.9979  -0.4442  -1.7367  0.46
C  4.6170  0.7427  5.3109  0.98
N  -1.4828  0.0894  0.7901  -0.84
H  6.2273  -0.4826  6.9067  0.20
H  -3.9927  -0.6822  -2.2503  0.19
H  2.3413  1.2112  3.0861  0.17
H  -0.6359  1.1770  -2.2366  0.44
H  -3.9196  -1.4728  -8.3012  0.23
C  2.6690  1.2725  4.1262  -0.07
H  6.6379  1.2608  6.9848  0.19
N  -1.1226  2.3805  0.0927  -0.79
O  -2.4555  -2.2984  -5.3699  -0.49
O  -2.6496  -1.8966  -3.2491  -0.53
H  1.2588  2.8390  4.5940  0.21
C  -3.5782  -1.2875  -7.2822  -0.64

Atomic forces in eV per Å
C 0.35 -0.09 0.35
H 0.00 0.12 -0.07
O 0.10 0.02 0.34
C -0.51 -0.12 1.61
C 0.12 0.11 0.19
H -0.09 -0.11 -0.05
O 0.02 -0.24 -0.14
H -0.14 0.07 -0.23
C -0.32 0.07 0.06
H 0.18 0.06 0.13
C -0.30 0.00 -0.81
O -0.31 -0.04 -0.11
H 0.45 0.01 0.60
H 0.02 0.13 0.21
H 0.06 -0.11 -0.13
H -0.09 -0.06 -0.10
I -0.14 0.10 0.02
H -0.03 -0.13 -0.07
H 0.56 -0.12 0.06
H -0.42 0.02 0.08
C 0.02 -0.05 -0.93
N -0.04 0.50 0.05
O -0.06 -0.06 -0.12
H 0.13 0.03 0.32
H 0.13 -0.19 -0.13
H 0.37 0.43 0.39
C 0.29 0.15 0.04
N -0.45 1.54 -1.70
H -0.09 0.15 -0.03
H -0.16 -0.13 0.00
H 0.33 -0.03 -0.03
H -0.30 -0.17 0.22
H 0.06 -0.03 0.05
C -0.43 0.26 0.10
H -0.11 -0.12 0.03
N 0.52 -2.21 -1.43
O 0.04 -0.05 0.58
O 0.29 0.12 0.40
H 0.03 -0.02 -0.02
C -0.10 0.21 0.28

Summary:
HOMO level: -0.466 hartree
Kohn-Sham gap: 7.41 eV
LUMO level: -5.257 eV
Energy relative to the best compared isomer or geometry (same formula, charge and spin): 0.767 eV
Total charge: +1

***

Computed, not measured: CH5NOP2 as an isolated structure at a distorted geometry, with wB97M-V/def2-TZVPD.

Each line ends with the natural charge from an NBO analysis.
Positions of all 10 atoms, in Å:
O  -0.9011  -0.3005  -0.0319  -0.80
H  -2.6860  -0.7476  -0.7884  0.18
H  3.3076  -0.5352  1.0943  -0.04
C  -2.2439  -0.0584  -0.0370  -0.25
N  1.3750  -0.5226  -0.0496  -1.22
H  -2.4978  0.9401  -0.4253  0.17
P  0.3207  0.6305  -0.2691  1.31
H  -2.7509  -0.2997  0.9037  0.19
P  3.0560  -0.2810  -0.3358  0.53
H  3.0202  1.1745  -0.0609  -0.09

Atomic forces in eV per Å
O -0.93 -1.09 0.76
H 0.10 0.26 0.41
H 0.48 0.12 -1.07
C -2.40 -0.08 -1.56
N 0.00 1.38 -1.08
H 0.02 0.00 0.55
P 2.19 -1.24 0.22
H 0.44 0.37 0.06
P -0.51 1.04 2.12
H 0.61 -0.77 -0.40

Summary:
HOMO level: -0.324 hartree
Kohn-Sham gap: 8.85 eV
LUMO level: 0.047 eV
Energy relative to the best compared isomer or geometry (same formula, charge and spin): 0.473 eV
Total charge: 0